The following is a DFT calculation (ωB97M-V with the def2-TZVPD basis set) of C44H38N4O2P2S2SnTe as an isolated structure.

```
94
Properties=species:S:1:pos:R:3:lowdin_charge:R:1
Te 3.4774 -1.2820 3.5813 1.277
Sn 0.0269 -0.1514 -0.0806 1.019
S -0.9859 4.1747 0.4540 0.631
S -0.2042 1.2048 -3.0176 0.597
P 2.4486 -0.8128 0.4350 0.813
P 0.3553 -0.9347 2.3761 0.825
O 1.0216 0.4494 -2.8390 -0.344
O -1.0716 0.9318 -4.1278 -0.275
N 0.5104 1.8404 0.6960 -0.077
N -0.9394 1.0023 -1.6076 -0.233
N -2.4230 0.6123 -0.0149 0.059
N 2.8815 -6.0547 4.6194 0.061
C 1.4372 3.3022 -2.4745 -0.057
C 2.8995 -2.2708 -0.5470 -0.371
C 5.0765 -0.0921 -0.2490 -0.072
C -3.3235 1.5450 -2.0369 0.005
C -4.5708 1.5654 -1.4493 -0.052
C -0.6929 -2.0345 -0.8612 -0.212
C -0.1154 1.4544 6.2634 -0.078
C -0.6515 -4.8927 2.4674 -0.065
C -1.9516 -2.4622 2.7740 -0.110
C -0.1309 2.8342 0.5899 -0.952
C 0.4218 2.0432 5.1258 -0.067
C -0.5485 0.1388 6.2243 -0.076
C -2.2628 1.0702 -1.2665 -0.399
C -0.5710 -2.4877 2.5828 -0.368
C 0.0713 -3.7085 2.4214 -0.092
C 3.1411 -3.3623 -2.6770 -0.067
C -0.4476 -0.5926 5.0494 -0.092
C -0.3570 5.1900 -3.4297 -0.035
C -2.0226 -4.8608 2.6682 -0.077
C 4.1507 -4.2998 3.5910 -0.145
C 3.7433 1.5732 0.8755 -0.103
C 0.2366 2.9074 -3.0495 -0.284
C 3.2772 -3.3337 4.0765 -0.563
C -4.7423 1.1185 -0.1416 -0.067
C 6.1575 0.7784 -0.2435 -0.074
C 3.8682 0.2999 0.3179 -0.355
C 3.9095 -5.6345 3.8884 -0.152
C -0.6621 3.8421 -3.5335 -0.052
C 2.2167 -3.7651 4.8634 -0.140
C 3.2624 -3.4513 0.0932 -0.084
C 3.5062 -4.5383 -2.0342 -0.078
C 0.8316 5.6126 -2.8464 -0.272
C 2.0619 -5.1239 5.0981 -0.155
C 1.7266 4.6509 -2.3822 -0.033
C 6.0334 2.0383 0.3200 -0.080
C 3.5676 -4.5822 -0.6488 -0.070
C -2.6735 -3.6418 2.8203 -0.077
C 4.8241 2.4380 0.8754 -0.073
C 0.5277 1.3164 3.9524 -0.096
C 2.0484 -1.1928 2.0820 -1.017
C 2.8380 -2.2292 -1.9377 -0.089
C 0.0914 -0.0078 3.9072 -0.361
C 1.1511 7.0736 -2.7063 -0.046
C -3.6361 0.6431 0.5319 -0.116
H 0.9413 1.7741 3.0638 0.076
H 2.0331 7.3396 -3.2917 0.084
H 6.8806 2.7118 0.3282 0.104
H 7.0981 0.4683 -0.6791 0.105
H 5.1764 -1.0758 -0.6888 0.104
H -2.4648 -1.5130 2.8844 0.102
H 3.8468 -5.4986 -0.1444 0.104
H 5.0045 -4.0273 2.9834 0.092
H -3.1628 1.8622 -3.0550 0.101
H -1.5820 3.5204 -4.0021 0.109
H -0.1930 2.0223 7.1812 0.104
H 3.0826 -3.3277 -3.7570 0.108
H 4.7235 3.4253 1.3072 0.106
H 2.5374 -1.3200 -2.4456 0.091
H 2.7953 1.8828 1.2972 0.073
H 0.0187 -2.8334 -0.6565 -0.001
H -2.5871 -5.7831 2.7036 0.104
H 1.5090 -3.0594 5.2806 0.088
H 1.1411 -3.7247 2.2537 0.082
H -5.4198 1.9304 -2.0134 0.112
H 0.3228 7.6947 -3.0431 0.074
H -1.0580 5.9261 -3.8035 0.114
H -0.8326 -1.9310 -1.9368 0.010
H 3.7357 -5.4225 -2.6143 0.103
H 2.1258 2.5572 -2.0996 0.110
H -3.7448 -3.6141 2.9714 0.105
H 1.3618 7.3223 -1.6654 0.084
H 4.5766 -6.4036 3.5127 0.103
H 2.6598 4.9651 -1.9303 0.119
H 3.2906 -3.4855 1.1753 0.065
H -1.6474 -2.2650 -0.3881 0.001
H -3.7135 0.2690 1.5457 0.107
H -0.1401 -5.8389 2.3459 0.109
H -0.7814 -1.6219 5.0285 0.097
H -5.7089 1.1346 0.3395 0.101
H -0.9625 -0.3238 7.1108 0.105
H 1.2301 -5.4793 5.6972 0.107
H 0.7565 3.0717 5.1519 0.108
```

Output
- Gap between HOMO and LUMO: 7.755 eV
- Molecular weight: 1027.207 Da
- Maximum force: 0.5 eV/Å
- Lowest unoccupied orbital energy: 0.0 eV
- ΔE to the lowest compared entry with this formula, charge and spin: 0.00 kcal per mole